Entry 1:
C3H6N3O | wB97M-V/def2-TZVPD

Properties
E ... -356.8686 Eh
⟨S²⟩ ... 2.01
Frontier orbital gap (spin up / spin down) ... 7.4 / 7.1 eV
Energy above the lowest of the compared OMol25 structures with the same formula, charge and spin ... 3.6936 eV
LUMO level (spin up / spin down) ... -3.354 / -7.784 eV
Spin multiplicity ... 3
Charge ... +1

Atoms and positions in Å:
C  2.140  0.028  0.160
C  -1.185  0.878  0.418
C  -0.876  -0.275  -0.460
N  0.168  -1.236  -0.139
N  1.370  -0.845  0.018
N  -1.889  -0.368  0.550
O  3.086  0.809  -0.007
H  -0.525  1.133  1.236
H  -1.686  1.724  -0.041
H  -1.107  -0.275  -1.519
H  -0.102  -2.054  0.401
H  -2.863  -0.427  0.290
H  3.470  0.909  -0.906


Entry 2:
C3H6N3O2 | wB97M-V/def2-TZVPD

Properties
E ... -432.1801 Eh
Frontier orbital gap ... 6.3 eV
Energy above the lowest of the compared OMol25 structures with the same formula, charge and spin ... 6.0185 eV
LUMO level ... -5.684 eV
Charge ... +1

Atoms and positions in Å:
C  -0.233  -1.776  0.104
C  -2.044  -0.189  0.495
C  0.844  -1.270  -0.723
N  -1.321  -1.138  0.307
N  0.453  0.875  -0.384
N  0.705  1.960  0.268
O  -3.198  0.139  0.076
O  1.282  -0.088  -0.124
H  -0.122  -2.654  0.910
H  1.712  -1.887  -0.829
H  0.688  -0.948  -1.776
H  -3.706  0.820  0.561
H  -0.012  2.758  0.420
H  1.496  1.881  1.018


Entry 3:
C3H6N3O2P | wB97M-V/def2-TZVPD

Properties
E ... -773.9827 Eh
Frontier orbital gap ... 9.5 eV
Energy above the lowest of the compared OMol25 structures with the same formula, charge and spin ... 1.6201 eV
LUMO level ... 0.539 eV
SMILES string ... [H]/N=C1/OPN=C(NC)O1

Atoms and positions in Å:
C  -2.668  0.953  -0.043
C  -0.834  -0.679  0.133
C  1.384  0.455  0.325
N  -2.945  2.160  -0.137
N  0.467  -0.736  -0.061
N  -1.487  -1.763  0.022
O  -3.445  -0.059  -0.221
O  -1.315  0.585  0.340
P  -3.184  -1.835  0.188
H  1.648  0.277  1.365
H  2.139  0.438  -0.369
H  0.636  1.318  0.096
H  0.942  -1.576  0.030
H  -2.142  2.833  0.129
H  -3.530  -1.930  -1.101


Entry 4:
C3H6N3O2S | wB97M-V/def2-TZVPD

Properties
E ... -830.3997 Eh
Frontier orbital gap (spin up / spin down) ... 8.5 / 5.2 eV
Energy above the lowest of the compared OMol25 structures with the same formula, charge and spin ... 4.6563 eV
LUMO level (spin up / spin down) ... -5.171 / -7.310 eV
Charge ... +1

Atoms and positions in Å:
C  0.888  0.574  0.823
C  -0.333  -0.134  -1.056
C  -0.426  -1.381  -0.194
N  1.626  1.325  1.591
N  0.268  0.940  -0.334
N  1.810  3.302  3.076
O  1.029  4.098  2.910
O  1.946  0.650  2.758
S  0.822  -1.093  1.140
H  0.073  -0.480  -1.934
H  -1.346  0.017  -1.270
H  -1.351  -1.403  0.413
H  -0.145  -2.178  -0.769
H  0.698  1.704  -0.862
H  2.876  0.987  3.055


Entry 5:
C3H6N3S | wB97M-V/def2-TZVPD

Properties
E ... -679.9382 Eh
Frontier orbital gap ... 8.7 eV
Energy above the lowest of the compared OMol25 structures with the same formula, charge and spin ... 4.7021 eV
LUMO level ... -5.278 eV
Charge ... +1

Atoms and positions in Å:
C  0.322  -0.361  -2.057
C  -0.505  0.081  -1.029
C  -0.711  0.808  1.437
N  1.457  -0.705  -1.536
N  1.799  -0.928  -0.403
N  -0.272  -0.064  0.270
S  0.450  -1.545  0.778
H  0.136  -0.362  -3.155
H  -1.243  0.856  -1.397
H  -1.092  0.266  2.425
H  0.252  1.381  1.662
H  -1.538  1.451  1.149
H  0.947  -0.880  1.857


Entry 6:
C3H6N3S | wB97M-V/def2-TZVPD

Properties
E ... -680.0137 Eh
Frontier orbital gap ... 9.4 eV
Energy above the lowest of the compared OMol25 structures with the same formula, charge and spin ... 2.6452 eV
LUMO level ... -4.736 eV
Charge ... +1

Atoms and positions in Å:
C  -1.793  -0.428  2.104
C  1.432  0.232  -0.306
C  -0.759  0.500  -1.373
N  -0.998  -1.114  1.684
N  1.798  -0.834  0.317
N  0.270  0.836  -0.492
S  1.816  1.786  -0.784
H  -2.532  0.250  2.525
H  -1.531  1.303  -1.222
H  -1.061  -0.525  -1.054
H  -0.407  0.482  -2.415
H  1.073  -1.543  0.306
H  2.691  -0.945  0.710


Entry 7:
C3H6N4 | wB97M-V/def2-TZVPD

Properties
E ... -336.7736 Eh
Frontier orbital gap ... 10.3 eV
Energy above the lowest of the compared OMol25 structures with the same formula, charge and spin ... 4.7795 eV
LUMO level ... 0.999 eV
SMILES string ... C[C@]12CN1NN=N2

Atoms and positions in Å:
C  0.183  -0.918  0.937
C  0.345  0.236  0.104
C  1.409  1.054  -0.566
N  -1.154  1.102  0.387
N  -2.033  0.346  0.022
N  -1.654  -0.779  -0.668
N  -0.266  -0.931  -0.542
H  0.946  -1.573  1.035
H  -0.589  -0.867  1.737
H  2.383  0.570  -0.251
H  1.433  2.078  -0.207
H  1.141  1.332  -1.559
H  -2.144  -1.650  -0.427


Entry 8:
C3H6N4 | wB97M-V/def2-TZVPD

Properties
E ... -336.8350 Eh
Frontier orbital gap ... 8.7 eV
Energy above the lowest of the compared OMol25 structures with the same formula, charge and spin ... 3.1084 eV
LUMO level ... -0.216 eV

Atoms and positions in Å:
C  -0.077  0.251  -0.198
N  0.344  1.296  -0.915
C  1.645  -1.268  0.225
C  -2.419  0.011  0.415
N  0.308  -0.893  0.235
N  -1.476  0.673  -0.097
N  2.699  -0.579  0.424
H  1.305  1.345  -1.223
H  -0.957  1.643  -0.811
H  2.483  0.407  0.587
H  1.775  -2.340  0.079
H  -3.405  0.452  0.497
H  -2.225  -0.997  0.780


Entry 9:
C3H6N4O | wB97M-V/def2-TZVPD

Properties
E ... -412.0479 Eh
Frontier orbital gap ... 9.2 eV
Energy above the lowest of the compared OMol25 structures with the same formula, charge and spin ... 4.3819 eV
LUMO level ... 0.213 eV
SMILES string ... [H]/N=c1\nnon1CC

Atoms and positions in Å:
C  -1.786  0.012  -0.278
C  -0.763  -0.966  0.296
C  1.158  0.723  0.029
H  -1.625  0.151  -1.372
H  -2.844  -0.375  -0.225
H  -1.727  0.978  0.249
H  -0.854  -2.034  0.079
H  -0.849  -0.928  1.407
H  1.196  2.673  0.148
N  0.578  -0.515  -0.105
N  2.781  -0.685  -0.087
N  2.574  0.536  -0.048
N  0.547  1.857  0.042
O  1.612  -1.427  -0.134


Entry 10:
C3H6N4O | wB97M-V/def2-TZVPD

Properties
E ... -411.9705 Eh
Frontier orbital gap ... 7.2 eV
Energy above the lowest of the compared OMol25 structures with the same formula, charge and spin ... 6.4891 eV
LUMO level ... 0.167 eV
SMILES string ... N/N=c1\cc(N)[nH]o1

Atoms and positions in Å:
C  0.452  -0.716  -0.025
C  -0.517  0.234  0.448
C  -0.072  1.440  -0.203
H  -0.314  -3.082  1.544
H  -0.280  -4.039  0.139
H  -1.534  0.005  0.578
H  -0.180  3.113  -0.989
H  -1.716  2.316  -0.747
H  1.945  1.972  -0.018
N  -0.488  -2.973  0.515
N  0.470  -2.103  -0.143
N  -0.620  2.683  -0.218
N  1.272  1.265  -0.542
O  1.582  -0.115  -0.339


Entry 11:
C3H6N4O | wB97M-V/def2-TZVPD

Properties
E ... -411.8797 Eh
Frontier orbital gap ... 7.8 eV
Energy above the lowest of the compared OMol25 structures with the same formula, charge and spin ... 8.9581 eV
LUMO level ... -0.502 eV

Atoms and positions in Å:
C  1.231  0.001  -0.047
C  0.440  -1.221  0.276
C  -0.833  -0.594  -0.134
H  2.952  1.163  -0.100
H  3.323  -0.254  0.667
H  0.574  -2.369  -0.265
H  -2.015  -1.961  0.579
H  -3.131  -0.434  -0.236
H  -1.187  3.048  -0.211
N  2.635  0.083  -0.261
N  -2.175  -1.201  -0.185
N  -0.741  0.808  -0.315
N  0.625  1.153  0.061
O  -1.697  1.777  0.169


Entry 12:
C3H6N4O2 | wB97M-V/def2-TZVPD

Properties
E ... -487.3419 Eh
Frontier orbital gap ... 8.6 eV
Energy above the lowest of the compared OMol25 structures with the same formula, charge and spin ... 3.0219 eV
LUMO level ... -0.013 eV
SMILES string ... [H]/N=C(\N=C\NC=O)NO

Atoms and positions in Å:
C  -1.260  -0.063  -0.119
C  0.763  0.554  0.167
C  2.914  -0.551  -0.088
H  -3.398  0.029  -0.254
H  -1.945  -1.722  0.846
H  -1.278  1.793  -0.497
H  0.378  1.525  0.505
H  2.595  1.397  0.151
H  3.988  -0.267  -0.159
N  -2.124  -1.236  -0.029
N  -1.886  1.022  -0.350
N  0.038  -0.439  0.022
N  2.113  0.531  0.071
O  -3.448  -0.914  0.006
O  2.551  -1.658  -0.272


- Look up the E of the third one.
  -773.9827 Eh


Repeat the fifth record exactly.
C3H6N3S | wB97M-V/def2-TZVPD

Properties
E ... -679.9382 Eh
Frontier orbital gap ... 8.7 eV
Energy above the lowest of the compared OMol25 structures with the same formula, charge and spin ... 4.7021 eV
LUMO level ... -5.278 eV
Charge ... +1

Atoms and positions in Å:
C  0.322  -0.361  -2.057
C  -0.505  0.081  -1.029
C  -0.711  0.808  1.437
N  1.457  -0.705  -1.536
N  1.799  -0.928  -0.403
N  -0.272  -0.064  0.270
S  0.450  -1.545  0.778
H  0.136  -0.362  -3.155
H  -1.243  0.856  -1.397
H  -1.092  0.266  2.425
H  0.252  1.381  1.662
H  -1.538  1.451  1.149
H  0.947  -0.880  1.857